Record 1
{
  "formula": "C5H14CsN3O2",
  "method": "ωB97M-V/def2-TZVPD",
  "symbols": ["Cs", "N", "C", "C", "C", "O", "O", "H", "H", "H", "H", "H", "H", "N", "C", "C", "N", "H", "H", "H", "H", "H", "H", "H", "H"],
  "xyz": [[1.7048, 0.4207, 0.1515], [-0.3903, -2.0594, -1.3159], [0.4933, -3.1002, -1.8580], [1.5360, -2.4643, -2.7708], [2.2685, -1.3765, -1.9862], [2.8075, -1.7302, -0.9085], [2.1660, -0.1855, -2.3626], [-1.1029, -2.4566, -0.7165], [-0.8748, -1.5962, -2.0780], [-0.0579, -3.8812, -2.3992], [0.9958, -3.5760, -1.0152], [1.0465, -2.0250, -3.6428], [2.2391, -3.2175, -3.1249], [-0.1916, 1.2668, 3.0074], [-1.4100, 2.0169, 2.7381], [-1.2266, 3.0357, 1.6299], [-1.0273, 2.4020, 0.3340], [-0.3612, 0.4838, 3.6249], [0.5041, 1.8460, 3.4625], [-1.8111, 2.5384, 3.6191], [-2.1817, 1.2987, 2.4444], [-0.3435, 3.6453, 1.8471], [-2.0784, 3.7301, 1.6560], [-0.8528, 3.0966, -0.3820], [-1.8515, 1.8876, 0.0455]],
  "lowdin_charge": [1.24, -0.01, -0.29, -0.12, -0.88, -0.27, -0.28, 0.06, 0.07, 0.10, 0.11, 0.11, 0.11, -0.03, -0.30, -0.30, -0.04, 0.07, 0.07, 0.11, 0.11, 0.11, 0.11, 0.07, 0.07],
  "e_lumo_ev": -0.11,
  "relative_energy_ev": 0.000,
  "homo_lumo_gap_ev": 8.01,
  "energy_ev": -14526.3088
}

Record 2
{
  "formula": "C64H154Cl8N18O16P6",
  "method": "ωB97M-V/def2-TZVPD",
  "symbols": ["Cl", "C", "C", "Cl", "H", "H", "H", "H", "Cl", "C", "C", "Cl", "H", "H", "H", "H", "Cl", "C", "C", "Cl", "H", "H", "H", "H", "Cl", "C", "C", "Cl", "H", "H", "H", "H", "O", "P", "N", "C", "C", "N", "C", "C", "N", "C", "C", "H", "H", "H", "H", "H", "H", "H", "H", "H", "H", "H", "H", "H", "H", "H", "H", "H", "H", "O", "P", "N", "C", "C", "N", "C", "C", "N", "C", "C", "H", "H", "H", "H", "H", "H", "H", "H", "H", "H", "H", "H", "H", "H", "H", "H", "H", "H", "O", "P", "N", "C", "C", "N", "C", "C", "N", "C", "C", "H", "H", "H", "H", "H", "H", "H", "H", "H", "H", "H", "H", "H", "H", "H", "H", "H", "H", "O", "P", "N", "C", "C", "N", "C", "C", "N", "C", "C", "H", "H", "H", "H", "H", "H", "H", "H", "H", "H", "H", "H", "H", "H", "H", "H", "H", "H", "O", "P", "N", "C", "C", "N", "C", "C", "N", "C", "C", "H", "H", "H", "H", "H", "H", "H", "H", "H", "H", "H", "H", "H", "H", "H", "H", "H", "H", "O", "P", "N", "C", "C", "N", "C", "C", "N", "C", "C", "H", "H", "H", "H", "H", "H", "H", "H", "H", "H", "H", "H", "H", "H", "H", "H", "H", "H", "O", "C", "O", "C", "C", "C", "H", "H", "H", "H", "H", "H", "O", "C", "O", "C", "C", "C", "H", "H", "H", "H", "H", "H", "O", "C", "O", "C", "C", "C", "H", "H", "H", "H", "H", "H", "O", "C", "O", "C", "C", "C", "H", "H", "H", "H", "H", "H", "O", "C", "O", "C", "C", "C", "H", "H", "H", "H", "H", "H"],
  "xyz": [[-0.2190, -5.7905, -0.4829], [0.8781, -7.1564, -0.1540], [1.3406, -7.7785, -1.5155], [0.0172, -8.6938, -2.2814], [0.4877, -7.9203, 0.5185], [1.7176, -6.6844, 0.3565], [2.0963, -8.5369, -1.3106], [1.8501, -7.0776, -2.1768], [-4.7622, -5.4594, -2.3203], [-3.1605, -5.3706, -3.2176], [-2.3296, -4.2505, -2.4284], [-2.7557, -2.6494, -2.8978], [-3.1399, -4.9185, -4.2092], [-2.7381, -6.3755, -3.2194], [-1.2538, -4.2755, -2.6017], [-2.4214, -4.4520, -1.3612], [-0.7717, -3.9649, -8.0300], [-0.7417, -2.9274, -6.5812], [0.5660, -2.9365, -5.8351], [0.9706, -4.4786, -5.0288], [-1.5415, -3.2901, -5.9356], [-0.9646, -1.9086, -6.8982], [0.5419, -2.1024, -5.1339], [1.4403, -2.7313, -6.4528], [4.1988, 0.0113, 5.8826], [2.5419, -0.4256, 6.3546], [1.5280, 0.3079, 5.5506], [1.5762, 2.0774, 5.8376], [2.4196, -0.2083, 7.4157], [2.4607, -1.5086, 6.2626], [0.5605, -0.0539, 5.8986], [1.7100, 0.0595, 4.5050], [7.3401, -1.1843, -5.9938], [5.8597, -0.9104, -5.8884], [5.4337, 0.7285, -5.7894], [4.1760, 1.2392, -5.2323], [6.2070, 1.6649, -6.5392], [5.1056, -1.7610, -4.5700], [4.6018, -3.1854, -4.7391], [5.6875, -1.4398, -3.2733], [5.0048, -1.4768, -7.2861], [5.6812, -2.4219, -8.3345], [3.6831, -1.0045, -7.6453], [3.6986, 0.4081, -4.7132], [3.5267, 1.7201, -5.9640], [4.4685, 2.0369, -4.5495], [6.0427, 2.6820, -6.1833], [5.9035, 1.5420, -7.5788], [7.2684, 1.4309, -6.6213], [5.4722, -3.8394, -4.6860], [4.0096, -3.5266, -3.8900], [4.0194, -3.3591, -5.6439], [5.2349, -2.0958, -2.5297], [6.7378, -1.7129, -3.3748], [5.6415, -0.4096, -2.9203], [4.9076, -2.9394, -8.9016], [6.2580, -1.8493, -9.0607], [6.4361, -3.0633, -7.8796], [3.2787, -0.5229, -6.7550], [2.9917, -1.7535, -8.0315], [3.8596, -0.1995, -8.3587], [-0.1156, 1.5475, -1.2072], [0.4617, 0.3264, -0.5476], [-0.6318, -0.9983, -0.1780], [-0.3199, -2.1870, 0.6313], [-2.0469, -0.7224, -0.3190], [1.2481, 0.7094, 0.9693], [2.1525, -0.2552, 1.6378], [0.6627, 1.6223, 1.8794], [1.6935, -0.3514, -1.5321], [1.4456, -1.4383, -2.4801], [2.9814, 0.3817, -1.6297], [0.7145, -2.1996, 0.9749], [-0.3519, -3.0270, -0.0627], [-0.9537, -2.2179, 1.5175], [-2.2951, -0.4145, -1.3347], [-2.2646, 0.1635, 0.2774], [-2.6159, -1.5777, 0.0456], [1.6232, -0.9561, 2.2833], [2.8003, -0.6885, 0.8758], [2.8468, 0.2801, 2.2855], [0.0417, 2.3068, 1.3016], [0.0965, 1.0817, 2.6379], [1.4142, 2.2761, 2.3220], [2.4340, -1.7908, -2.7752], [0.9327, -2.2647, -1.9880], [0.8446, -1.0138, -3.2842], [3.2378, 0.8513, -0.6801], [2.9431, 1.1646, -2.3871], [3.8258, -0.3007, -1.7264], [3.2459, 7.0250, 0.6727], [3.7739, 6.3587, -0.5213], [3.7199, 7.3838, -1.8195], [3.5314, 8.8611, -1.6881], [3.8459, 6.9302, -3.1597], [2.7360, 5.0465, -1.0020], [1.3933, 5.3588, -1.5996], [2.7961, 3.7217, -0.3233], [5.4099, 5.7839, -0.5375], [6.3601, 6.4503, 0.2918], [5.9168, 5.0046, -1.6263], [3.3736, 9.3304, -2.6592], [4.5002, 9.1768, -1.3009], [2.6690, 9.2012, -1.1149], [3.7759, 5.8477, -3.2663], [4.7948, 7.2121, -3.6161], [2.9855, 7.3306, -3.6959], [1.4612, 5.7147, -2.6277], [0.6738, 4.5406, -1.6325], [0.9952, 6.1599, -0.9769], [2.2809, 3.6216, 0.6320], [2.3538, 2.9016, -0.8889], [3.8361, 3.4038, -0.2485], [6.4074, 6.0189, 1.2917], [7.3300, 6.3141, -0.1866], [6.1590, 7.5215, 0.3052], [6.4517, 5.5840, -2.3788], [5.0837, 4.5936, -2.1965], [6.6700, 4.3161, -1.2431], [-4.2036, 6.6894, -0.7576], [-3.5510, 6.2629, 0.5123], [-1.8074, 6.6582, 0.5054], [-1.3625, 7.9135, -0.1081], [-0.7790, 5.7394, 1.1332], [-3.7257, 4.5618, 0.7562], [-3.2257, 3.6760, -0.3027], [-4.9788, 4.0042, 1.2422], [-4.0930, 6.9589, 1.9844], [-4.6577, 8.3129, 2.0657], [-3.4943, 6.5609, 3.2159], [-1.2375, 7.6872, -1.1669], [-0.3748, 8.0833, 0.3206], [-2.0926, 8.6772, 0.1602], [-1.1396, 4.7755, 1.4923], [-0.3341, 6.2961, 1.9579], [0.0772, 5.4794, 0.5108], [-3.8046, 3.6793, -1.2262], [-2.2499, 4.0933, -0.5513], [-3.0863, 2.6669, 0.0852], [-5.8450, 4.1963, 0.6090], [-4.8838, 2.9241, 1.3543], [-5.1533, 4.3564, 2.2588], [-3.9312, 9.0613, 1.7491], [-5.5422, 8.4608, 1.4461], [-4.9226, 8.5409, 3.0982], [-2.4713, 6.9345, 3.2611], [-3.5561, 5.5006, 3.4607], [-3.9616, 7.0113, 4.0916], [-4.8476, 3.4077, 4.9358], [-3.9836, 2.3300, 5.5448], [-2.8705, 2.8914, 6.7373], [-2.5320, 4.2678, 7.0307], [-2.0133, 2.0210, 7.6106], [-3.0837, 1.4722, 4.4303], [-2.2567, 0.3006, 4.8161], [-2.4778, 2.2581, 3.3501], [-4.8154, 1.2058, 6.5683], [-5.5671, 0.0785, 5.9310], [-5.5916, 1.8081, 7.7510], [-3.3962, 4.8249, 7.3926], [-2.2628, 4.8372, 6.1411], [-1.8158, 4.4007, 7.8415], [-2.4157, 1.0081, 7.5925], [-1.9160, 2.3427, 8.6475], [-1.0263, 1.9872, 7.1494], [-2.6822, -0.1141, 5.7299], [-2.0321, -0.4565, 4.0649], [-1.2640, 0.6558, 5.0925], [-3.1930, 2.9511, 2.9070], [-1.6004, 2.8102, 3.6872], [-2.1471, 1.5844, 2.5596], [-6.0519, -0.4914, 6.7236], [-6.2318, 0.3766, 5.1202], [-4.8526, -0.6439, 5.5363], [-4.9743, 2.5183, 8.3011], [-5.7759, 0.9341, 8.3758], [-6.5796, 2.1166, 7.4095], [-1.4780, -6.6992, 2.2896], [-2.9973, -6.7039, 2.4707], [-3.4326, -7.9976, 3.5568], [-2.3127, -8.6743, 4.2791], [-4.6378, -8.9134, 3.4194], [-3.8164, -7.1143, 0.9890], [-5.2915, -7.1384, 0.9015], [-3.2229, -8.0832, 0.0272], [-3.6911, -5.2047, 3.0859], [-5.0330, -5.0539, 3.7624], [-2.8309, -4.0364, 3.0578], [-1.9500, -9.5559, 3.7507], [-2.5534, -8.9497, 5.3059], [-1.4589, -8.0149, 4.4348], [-4.6842, -9.5848, 4.2768], [-4.5057, -9.5592, 2.5512], [-5.5711, -8.3503, 3.4116], [-5.7299, -8.1064, 1.1443], [-5.5642, -6.5526, 1.7793], [-5.6964, -6.7850, -0.0468], [-2.1467, -7.9191, -0.0257], [-3.4060, -9.1240, 0.2944], [-3.6965, -7.8485, -0.9261], [-5.7996, -5.8216, 3.6567], [-4.7915, -5.1578, 4.8202], [-5.4818, -4.1331, 3.3900], [-3.3594, -3.1368, 3.3736], [-2.4885, -3.8931, 2.0330], [-1.9943, -4.2037, 3.7362], [0.4855, -2.5622, 4.3894], [1.1055, -3.6189, 4.4663], [1.7101, -3.9798, 5.5984], [2.1850, -5.3143, 5.6062], [2.3581, -5.5251, 4.0760], [1.2908, -4.6641, 3.3641], [1.4892, -6.0124, 6.0716], [3.1694, -5.3819, 6.0692], [2.3279, -6.5823, 3.8126], [3.3198, -5.1230, 3.7572], [0.4162, -5.2806, 3.1568], [1.8132, -4.2736, 2.4907], [-5.4302, 1.1135, -1.7942], [-4.6712, 1.1296, -2.7611], [-5.0332, 0.4738, -3.8699], [-3.9199, 0.4400, -4.7799], [-2.7023, 1.0178, -4.0733], [-3.3052, 1.7960, -2.9001], [-4.1284, 1.0665, -5.6471], [-3.8280, -0.5835, -5.1434], [-2.0697, 1.5888, -4.7530], [-2.0700, 0.2602, -3.6104], [-3.4389, 2.8099, -3.2771], [-2.6792, 1.9920, -2.0297], [-7.9366, -4.4777, -0.5431], [-7.0240, -3.6716, -0.2857], [-6.8524, -2.5518, -1.0492], [-5.7349, -1.7207, -0.5388], [-5.0254, -2.7102, 0.4333], [-6.0831, -3.6640, 0.8644], [-6.0184, -0.7795, -0.0677], [-5.0508, -1.3830, -1.3174], [-4.6812, -2.2189, 1.3434], [-4.1843, -3.1833, -0.0735], [-6.6961, -3.1925, 1.6326], [-5.6452, -4.6059, 1.1946], [5.8555, 1.4253, 0.0938], [6.8212, 0.7395, 0.4830], [7.1107, -0.4192, -0.2203], [8.2636, -1.0283, 0.3877], [8.3564, -0.4888, 1.7799], [7.6888, 0.9060, 1.7138], [9.0898, -0.7282, -0.2569], [8.1290, -2.1093, 0.4247], [9.4196, -0.3786, 1.9933], [7.8733, -1.1337, 2.5140], [8.3732, 1.7530, 1.6662], [7.0595, 1.0316, 2.5949], [0.2389, 0.4572, -6.3702], [0.5545, 1.4302, -5.7128], [0.7839, 1.3632, -4.4466], [0.9520, 2.6803, -3.8781], [1.3414, 3.5303, -5.0351], [0.7033, 2.8155, -6.2377], [1.7290, 2.6979, -3.1139], [-0.0499, 3.0089, -3.6019], [2.4279, 3.5956, -5.0927], [0.9808, 4.5546, -4.9407], [1.4031, 2.9207, -7.0667], [-0.2749, 3.2706, -6.3929]],
  "lowdin_charge": [0.63, -0.61, -0.64, 0.55, 0.07, 0.06, 0.06, 0.07, 0.60, -0.51, -0.74, 0.68, 0.05, 0.06, 0.01, 0.01, 0.54, -0.65, -0.65, 0.55, 0.05, 0.06, 0.05, 0.04, 0.54, -0.67, -0.67, 0.56, 0.07, 0.06, 0.06, 0.04, -0.32, 0.62, -0.31, -0.11, -0.12, -0.29, -0.08, -0.15, -0.30, -0.06, -0.13, 0.07, 0.07, 0.08, 0.09, 0.08, 0.08, 0.08, 0.06, 0.06, 0.08, 0.07, 0.07, 0.07, 0.06, 0.06, 0.05, 0.08, 0.08, -0.30, 0.69, -0.28, -0.09, -0.14, -0.29, -0.11, -0.15, -0.28, -0.08, -0.10, 0.05, 0.03, 0.08, 0.03, 0.07, 0.06, 0.05, 0.07, 0.08, 0.07, 0.07, 0.08, 0.07, 0.07, 0.06, 0.05, 0.06, 0.06, -0.28, 0.57, -0.31, -0.07, -0.16, -0.26, -0.09, -0.09, -0.31, -0.12, -0.14, 0.07, 0.08, 0.08, 0.06, 0.08, 0.08, 0.06, 0.08, 0.05, 0.07, 0.03, 0.06, 0.08, 0.08, 0.08, 0.07, 0.06, 0.08, -0.31, 0.65, -0.29, -0.11, -0.10, -0.30, -0.13, -0.12, -0.30, -0.10, -0.15, 0.07, 0.08, 0.07, 0.06, 0.07, 0.03, 0.07, 0.07, 0.07, 0.09, 0.08, 0.06, 0.07, 0.08, 0.08, 0.08, 0.06, 0.08, -0.31, 0.59, -0.29, -0.13, -0.11, -0.28, -0.10, -0.11, -0.30, -0.11, -0.07, 0.07, 0.07, 0.08, 0.06, 0.08, 0.04, 0.06, 0.08, 0.04, 0.05, 0.09, 0.06, 0.07, 0.08, 0.05, 0.07, 0.07, 0.08, -0.36, 0.70, -0.28, -0.13, -0.09, -0.29, -0.14, -0.10, -0.29, -0.09, -0.13, 0.08, 0.07, 0.06, 0.08, 0.07, 0.06, 0.07, 0.03, 0.05, 0.03, 0.08, 0.06, 0.07, 0.08, 0.06, 0.08, 0.06, 0.07, 0.07, -0.45, 0.02, -0.13, -0.15, -0.05, 0.13, 0.13, 0.11, 0.11, 0.10, 0.12, 0.08, -0.45, 0.04, -0.14, -0.15, -0.08, 0.13, 0.11, 0.10, 0.09, 0.13, 0.08, 0.06, -0.47, 0.03, -0.10, -0.17, -0.11, 0.12, 0.08, 0.11, 0.08, 0.14, 0.08, 0.06, -0.40, 0.00, -0.17, -0.16, -0.05, 0.13, 0.13, 0.12, 0.12, 0.13, 0.13, 0.09, -0.56, 0.04, -0.15, -0.17, -0.05, 0.10, 0.13, 0.10, 0.12, 0.13, 0.14],
  "e_lumo_ev": -0.24,
  "homo_lumo_gap_ev": 7.47,
  "energy_ev": -284364.9229
}

Record 3
{
  "formula": "C3H2Cl2F24NO8P4S2V3",
  "method": "ωB97M-V/def2-TZVPD",
  "symbols": ["V", "V", "V", "P", "O", "O", "O", "O", "P", "F", "F", "F", "F", "F", "F", "P", "F", "F", "F", "F", "F", "F", "P", "F", "F", "F", "F", "F", "F", "C", "F", "F", "F", "S", "O", "O", "N", "S", "O", "O", "C", "F", "F", "F", "C", "Cl", "Cl", "H", "H"],
  "xyz": [[-1.1802, 1.9753, 0.7210], [-0.4644, -0.3223, 3.4137], [1.6697, -0.3204, 0.5187], [0.9056, 1.4426, 2.1491], [-0.5174, 1.6708, 2.7335], [-0.0445, 0.3926, 1.5447], [1.5166, 0.0554, 2.6224], [0.9390, 1.6966, 0.6746], [-0.0548, -3.2710, 1.6173], [-1.1734, -4.3031, 2.3453], [-0.5991, -3.4673, 0.1200], [-0.9135, -1.9076, 1.8786], [1.0852, -2.3282, 1.0130], [0.4883, -3.0551, 3.0987], [0.9736, -4.5325, 1.3353], [-1.6236, -0.4054, -1.5232], [-0.9036, -0.9579, -2.8447], [-2.2926, -1.9109, -1.4393], [-0.3693, -0.9106, -0.6791], [-2.1474, 0.1496, -0.1121], [-0.8948, 1.0571, -1.6720], [-2.7675, 0.1229, -2.4715], [-3.2187, 3.9915, 0.6933], [-4.5964, 3.6448, 1.5669], [-4.0979, 4.4981, -0.5439], [-3.1399, 5.5444, 1.2098], [-1.7404, 4.1550, -0.0226], [-2.3499, 3.4651, 1.9898], [-3.1602, 2.5432, -0.0682], [3.9121, -2.7981, -2.1588], [4.2674, -3.5008, -3.2298], [3.5178, -3.5944, -1.1979], [4.9193, -2.1054, -1.6669], [2.3909, -1.6671, -2.5280], [2.3998, -1.3514, -3.9248], [1.2323, -2.4935, -2.2779], [2.5528, -0.4343, -1.3104], [3.4036, 0.6496, -2.2428], [4.6788, 0.1779, -2.8786], [2.5255, 1.5221, -3.0367], [4.1926, 1.7173, -0.8540], [5.1050, 2.5459, -1.3829], [3.2642, 2.5591, -0.3309], [4.7672, 0.9321, 0.0501], [-4.6237, -0.1107, 1.8431], [-3.1503, 0.4614, 2.5668], [-4.3282, -1.6054, 0.8564], [-5.3386, -0.2835, 2.6476], [-5.0166, 0.6662, 1.1874]],
  "mulliken_spin": [2.53, 3.06, 2.91, 1.11, -0.06, -0.81, 0.03, 0.02, 0.00, 0.00, 0.00, 0.00, 0.00, 0.01, 0.00, 0.01, 0.00, 0.00, -0.05, 0.01, 0.00, 0.00, 0.00, 0.00, 0.00, 0.00, 0.01, 0.02, 0.01, 0.01, 0.00, 0.00, 0.00, -0.01, 0.00, 0.00, 0.12, 0.02, 0.00, 0.00, 0.01, 0.00, 0.01, 0.01, 0.00, 0.02, 0.00, 0.00, 0.00],
  "e_lumo_ev": [-0.23, 0.05],
  "total_charge": -1,
  "multiplicity": 10,
  "s2": 25.078,
  "relative_energy_ev": 8.025,
  "homo_lumo_gap_ev": [6.43, 8.25],
  "energy_ev": -247180.2912
}